{
  "formula": "C2HF5",
  "method": "ωB97M-V/def2-TZVPD",
  "multiplicity": 1,
  "e_lumo_ev": -0.54,
  "e_above_lowest_kj_mol": 265.53,
  "homo_ha": -0.4404,
  "elements": ["C", "F", "F", "F", "H", "F", "C", "F"],
  "coordinates": [[-0.9097, -0.5963, 0.7352], [-0.3344, -1.7168, 1.0994], [1.1573, 1.9141, -1.4222], [-1.4364, -0.5924, -0.5127], [-0.3928, 0.3649, 0.8506], [-1.9786, -0.4199, 1.4744], [1.7868, 0.9762, -0.6696], [2.1078, 0.0701, -1.5552]],
  "atomic_forces_ev_per_a": [[-1.379, 2.336, -0.481], [0.555, -0.164, -0.659], [0.840, -1.129, 1.187], [1.117, -1.039, -0.619], [1.260, -0.845, -0.096], [-1.572, -0.293, 1.909], [-0.768, 0.730, -1.905], [-0.054, 0.404, 0.665]]
}